Entry 1:
Here is a single C20H18N2O2S molecule at a distorted geometry from the Open Molecules 2025 dataset. Energies are from ωB97M-V/def2-TZVPD.

The geometry in XYZ format:
```
43
Properties=species:S:1:pos:R:3:forces:R:3
C -2.9435 -1.5633 -0.2456 0.2 0.3 0.7
S -2.3439 -1.1078 1.4061 0.1 -0.3 -0.3
O -1.5137 -2.1591 1.9134 0.3 -0.1 -0.1
O -3.4661 -0.6879 2.1854 -0.2 0.2 -0.1
N -1.3032 0.1640 1.1680 -0.1 -0.5 0.3
C -1.5771 1.2385 0.3225 -0.1 0.5 -0.3
C -2.8885 1.6549 0.1469 0.0 0.2 -0.1
C -3.1823 2.7262 -0.6785 0.0 -0.1 0.0
C -2.1602 3.4099 -1.3160 -0.1 0.0 -0.1
C -0.8477 3.0285 -1.1192 0.0 -0.2 0.1
C -0.5324 1.9295 -0.3211 -0.9 0.0 -0.1
N 0.7942 1.6488 -0.0742 1.0 0.0 0.4
C 1.3984 0.5489 -0.2882 -0.5 0.2 -0.3
C 2.7905 0.4305 0.1622 0.6 0.0 0.2
C 3.2542 1.2602 1.1836 -0.1 -0.1 -0.1
C 4.5597 1.1636 1.6224 0.0 0.0 0.0
C 5.4212 0.2440 1.0441 0.0 0.0 0.0
C 4.9723 -0.5748 0.0208 0.2 0.0 0.0
C 3.6648 -0.4864 -0.4195 -0.1 0.1 0.0
C 0.7936 -0.6138 -0.9844 -0.2 -0.2 -0.1
C 0.1361 -0.4374 -2.1985 0.1 0.0 0.0
C -0.4257 -1.5222 -2.8484 0.0 0.0 -0.1
C -0.3546 -2.7853 -2.2823 0.0 0.0 0.0
C 0.2805 -2.9629 -1.0635 0.0 -0.1 0.0
C 0.8595 -1.8857 -0.4190 0.0 0.1 -0.1
H -3.9603 -1.2103 -0.3459 -0.1 0.1 0.0
H -2.9019 -2.6427 -0.3008 0.0 -0.2 0.1
H -2.3008 -1.1201 -0.9944 0.1 0.0 -0.1
H -0.3377 -0.1047 1.2639 0.0 -0.2 0.1
H -3.6662 1.1339 0.6813 -0.2 0.1 0.1
H -4.2084 3.0316 -0.8129 -0.1 0.0 0.0
H -2.3829 4.2504 -1.9556 0.0 0.1 0.0
H -0.0389 3.5590 -1.5988 0.1 0.1 0.0
H 2.5703 1.9710 1.6209 0.0 0.1 0.0
H 4.9094 1.8050 2.4176 0.0 0.0 0.1
H 6.4419 0.1676 1.3883 0.1 0.0 0.0
H 5.6446 -1.2854 -0.4370 0.1 0.0 0.0
H 3.3249 -1.1185 -1.2270 0.0 -0.1 0.0
H 0.0863 0.5477 -2.6395 0.0 0.1 0.0
H -0.9194 -1.3805 -3.7985 0.0 0.0 -0.1
H -0.7947 -3.6294 -2.7920 0.0 -0.1 0.0
H 0.3304 -3.9423 -0.6138 0.0 -0.1 0.1
H 1.3550 -2.0279 0.5301 0.1 0.0 0.1
```
Forces are in eV/Å.

Summary:
Kohn-Sham gap (eV): 8.0982
Energy (Eh): -1431.1056
ΔE to the lowest compared entry with this formula, charge and spin (kcal/mol): 25.6
Maximum force (eV/Å): 1.08
SMILES: CS(=O)(=O)Nc1ccccc1N=C(c1ccccc1)c1ccccc1

***

Entry 2:
Here is a single C20H18N2O3S molecule from the Open Molecules 2025 dataset. Energies are from ωB97M-V/def2-TZVPD.

The geometry in XYZ format:
```
44
Properties=species:S:1:pos:R:3:forces:R:3
C -3.6687 -2.1356 0.7148 0.1 0.0 0.0
C -2.2460 -2.0035 0.2617 0.0 0.3 -0.2
C -1.2709 -2.8734 0.7327 0.3 0.0 -0.1
C 0.0580 -2.7307 0.3721 -0.1 -0.2 0.2
C 0.3894 -1.7489 -0.5374 0.3 0.3 -0.1
S 2.0884 -1.5079 -0.9917 0.4 -0.6 -0.5
N 2.4230 -2.9395 -1.8182 -0.3 0.6 0.5
O 2.9106 -1.5044 0.1841 -0.2 -0.3 0.1
O 2.2001 -0.4096 -1.9098 -0.4 -0.1 -0.1
C -0.5571 -0.9033 -1.0668 -0.1 -0.1 -0.2
C -1.8757 -0.9754 -0.6199 0.5 -0.6 0.1
N -2.8138 -0.0198 -1.0108 -0.6 -0.2 -0.1
C -2.6466 1.3447 -1.1293 -0.1 0.0 0.0
O -3.5743 2.0298 -1.5002 0.0 0.2 -0.1
C -1.2845 1.8415 -0.8072 0.2 0.5 0.0
C -0.5902 2.5318 -1.7791 -0.4 -0.2 0.2
C 0.7783 2.8324 -1.6678 0.3 0.0 0.1
C 1.4544 2.3986 -0.5604 -0.3 0.1 -0.1
C 0.7356 1.7597 0.4633 -0.3 0.0 0.0
C 1.5621 1.3750 1.5313 -0.2 0.0 0.2
C 0.9968 0.7540 2.6100 0.3 0.1 -0.1
C -0.3954 0.5466 2.6141 -0.3 0.0 0.0
C -1.1998 0.8996 1.5604 -0.1 0.0 0.2
C -0.6394 1.4972 0.4121 0.3 0.3 0.0
C 2.9798 1.7302 1.1955 0.3 -0.1 0.1
C 2.9030 2.4427 -0.1775 0.2 0.1 -0.1
H -4.3208 -2.3776 -0.1252 -0.1 0.0 0.0
H -4.0208 -1.2045 1.1573 -0.1 0.1 0.0
H -3.7619 -2.9254 1.4547 0.0 0.0 0.0
H -1.5556 -3.6536 1.4230 0.0 -0.1 0.1
H 0.8301 -3.3599 0.7816 0.0 -0.2 0.1
H 2.4693 -2.7897 -2.8129 -0.1 0.1 -0.2
H 3.2609 -3.3814 -1.4760 0.2 0.0 0.2
H -0.2440 -0.1734 -1.7938 0.0 0.1 -0.1
H -3.7736 -0.3264 -1.1126 0.1 0.2 0.0
H -1.1140 2.8032 -2.6848 -0.1 0.0 -0.1
H 1.2760 3.3525 -2.4720 0.1 0.0 -0.1
H 1.5890 0.4281 3.4516 0.1 0.0 0.1
H -0.8425 0.0843 3.4830 -0.1 0.0 0.1
H -2.2653 0.7303 1.6141 -0.1 -0.1 0.0
H 3.5649 0.8115 1.1242 0.1 0.1 0.0
H 3.4316 2.3626 1.9615 0.0 0.0 0.0
H 3.4939 1.9161 -0.9278 0.1 0.1 0.0
H 3.2656 3.4712 -0.1219 0.0 0.0 0.0
```
Forces are in eV/Å.

Summary:
Kohn-Sham gap (eV): 8.2809
Energy (Eh): -1506.3975
ΔE to the lowest compared entry with this formula, charge and spin (kcal/mol): 4.2
Maximum force (eV/Å): 0.93
SMILES: Cc1ccc(S(N)(=O)=O)cc1NC(=O)c1ccc2c3c(cccc13)CC2

***

Entry 3:
Here is a single C20H18N2O4S molecule at a distorted geometry from the Open Molecules 2025 dataset. Energies are from ωB97M-V/def2-TZVPD.

The geometry in XYZ format:
```
45
Properties=species:S:1:pos:R:3:forces:R:3
C -0.7169 -2.6909 1.4150 -0.3 -0.1 -0.1
C -0.6589 -2.1989 -0.0099 -0.1 -0.1 0.3
O -1.6624 -2.0786 -0.6782 0.1 0.0 0.0
C 0.6763 -1.8418 -0.5527 0.4 0.1 -0.5
C 0.7906 -1.6138 -1.9242 -0.1 0.0 0.1
C 1.9970 -1.2139 -2.4677 0.0 0.0 0.0
C 3.0909 -0.9894 -1.6515 -0.1 -0.3 0.2
C 2.9837 -1.1946 -0.2778 -0.5 -0.4 -0.8
N 4.0623 -0.8394 0.5390 0.7 0.7 0.3
S 4.4492 0.8218 0.5172 -0.2 -0.3 0.4
O 5.2148 1.1077 -0.6532 -0.3 0.0 -0.3
O 5.0111 1.0879 1.8057 -0.2 0.0 0.2
C 2.8020 1.4939 0.3414 0.6 0.0 0.0
C 2.3890 1.9443 -0.8987 0.1 0.2 0.0
C 1.0427 2.1269 -1.1430 -0.1 0.0 0.2
C 0.1044 1.8224 -0.1531 0.3 -0.1 0.2
C -1.3080 1.8624 -0.4464 -0.4 0.7 -1.1
C -2.0511 2.4653 -1.4287 0.9 -0.4 0.8
N -3.3586 2.1467 -1.2573 -0.8 -0.4 0.3
C -3.3898 1.3670 -0.2145 -0.2 0.6 -0.7
C -4.5745 0.7201 0.3325 0.0 -0.2 0.2
C -4.5341 0.1566 1.7280 -0.1 0.0 0.2
C -4.5289 -0.7742 0.5662 0.0 -0.1 -0.1
O -2.1811 1.1655 0.3360 0.0 -0.2 0.3
C 0.5459 1.4293 1.1144 0.1 0.1 -0.1
C 1.8938 1.2638 1.3591 0.0 0.2 0.1
C 1.7878 -1.6509 0.2633 0.0 -0.1 -0.2
H -0.4922 -1.8685 2.0917 0.1 0.1 0.1
H 0.0066 -3.4858 1.5762 0.1 0.0 0.1
H -1.7180 -3.0568 1.6300 0.0 0.0 0.0
H -0.0822 -1.7550 -2.5430 -0.1 0.0 0.0
H 2.0824 -1.0555 -3.5318 0.0 0.0 -0.1
H 4.0285 -0.6334 -2.0469 0.1 0.0 -0.1
H 3.9761 -1.1447 1.4982 0.0 0.1 0.1
H 3.1326 2.1181 -1.6596 0.0 0.0 -0.2
H 0.7051 2.4534 -2.1134 0.0 0.0 -0.2
H -1.7384 3.1104 -2.2231 0.2 0.2 -0.2
H -5.4922 1.1509 -0.0415 0.0 0.0 0.0
H -3.6191 0.2850 2.2859 0.1 0.0 0.0
H -5.4296 0.2403 2.3246 -0.1 0.0 0.0
H -3.6148 -1.2852 0.3054 0.1 0.0 0.0
H -5.4254 -1.3322 0.3456 -0.1 0.0 0.0
H -0.1807 1.2314 1.8875 0.0 0.0 0.1
H 2.2566 0.9438 2.3242 0.0 -0.1 0.1
H 1.7273 -1.8116 1.3292 -0.1 0.0 0.1
```
Forces are in eV/Å.

Summary:
Kohn-Sham gap (eV): 8.0659
Energy (Eh): -1581.5624
ΔE to the lowest compared entry with this formula, charge and spin (kcal/mol): 62.9
Maximum force (eV/Å): 1.34
SMILES: CC(=O)c1cccc(NS(=O)(=O)c2ccc(-c3cnc(C4CC4)o3)cc2)c1

***

Entry 4:
Here is a single C20H18N4O2S molecule at a distorted geometry from the Open Molecules 2025 dataset. Energies are from ωB97M-V/def2-TZVPD.

The geometry in XYZ format:
```
45
Properties=species:S:1:pos:R:3:forces:R:3
O 0.7364 -0.5703 -2.1276 1.2 0.2 0.9
C 1.0296 -0.2786 -0.9622 -2.1 -0.9 -1.7
C 0.0625 -0.0009 0.0926 0.3 0.9 1.2
C -1.3092 -0.1711 -0.0129 0.5 0.3 1.4
N -2.1624 -0.0324 1.0740 0.5 -0.7 -2.1
C -3.5898 -0.4353 1.0573 0.8 -0.4 0.2
C -4.5179 0.7557 1.0166 -1.2 -1.1 -0.6
C -6.0033 0.3155 0.9206 0.6 1.2 0.0
O -6.2947 -0.4133 -0.2493 0.7 0.2 -1.2
C 0.9474 0.3837 1.2376 -0.3 -0.9 -1.0
C 0.5088 0.9427 2.5434 0.8 0.4 1.1
C 1.1115 0.5866 3.7779 -0.9 0.3 0.3
C 0.7819 1.2546 4.9974 0.5 -0.5 -0.8
C -0.1027 2.3357 4.9830 -0.5 0.0 -0.6
C -0.7257 2.6699 3.7612 0.4 -0.3 -0.2
C -0.4328 1.9852 2.5704 0.5 0.1 0.5
N 2.2016 0.1907 0.9114 -0.5 0.8 2.3
N 2.2737 -0.2395 -0.3554 0.9 -0.8 -2.1
C 3.4792 -0.7483 -0.9279 1.8 -0.3 0.8
N 4.6416 -0.7763 -0.2760 -2.8 0.4 -1.1
C 5.5836 -1.4659 -1.0131 0.2 -0.3 0.5
C 6.8677 -1.7640 -0.5300 0.0 -0.7 -2.0
C 7.7250 -2.5517 -1.3298 -1.1 1.0 1.3
C 7.2714 -3.0169 -2.5519 0.4 -0.6 -0.3
C 5.9788 -2.7964 -2.9805 0.1 0.2 -0.8
C 5.1449 -1.9961 -2.2322 0.1 0.2 0.5
S 3.5078 -1.5602 -2.5538 -0.7 0.7 1.3
H -1.6638 -0.4384 -1.0326 -0.2 0.1 1.0
H -1.7169 0.1952 1.9590 -0.3 -0.1 -0.3
H -3.7509 -1.0938 0.1902 0.1 0.2 0.3
H -3.7933 -1.0362 1.9715 0.2 0.3 -0.6
H -4.3717 1.3660 1.8708 0.1 0.6 1.0
H -4.3013 1.3687 0.1618 0.3 0.4 -0.6
H -6.2760 -0.2590 1.7968 -0.1 -0.5 0.0
H -6.6360 1.2100 0.9445 0.1 0.1 0.1
H -5.9210 0.0764 -1.0311 -0.6 -0.7 1.2
H 1.7803 -0.2674 3.7964 0.1 0.2 0.0
H 1.2614 0.9045 5.9321 -0.4 0.4 -0.7
H -0.3594 2.9225 5.8827 0.3 -0.5 -0.5
H -1.4067 3.5123 3.7018 0.0 -0.1 0.1
H -0.8530 2.3001 1.6235 -0.2 0.2 0.1
H 7.1785 -1.3572 0.3879 0.3 0.3 1.1
H 8.6877 -2.8188 -0.9205 0.2 0.0 -0.3
H 7.9486 -3.6006 -3.1661 -0.1 -0.1 0.0
H 5.6286 -3.1797 -3.9307 0.1 -0.1 0.0
```
Forces are in eV/Å.

Summary:
Kohn-Sham gap (eV): 7.7344
Energy (Eh): -1540.5992
ΔE to the lowest compared entry with this formula, charge and spin (kcal/mol): 70.5
Maximum force (eV/Å): 3.04
SMILES: O=C1/C(=C/NCCCO)C(c2ccccc2)=NN1c1nc2ccccc2s1